# 1
Molecular formula: C28H57N2O19PS
Method: DFT, ωB97M-V/def2-TZVPD

Output
Total charge = 0
E_LUMO = 0.437 eV
SMILES = [PH4]CCSc1nnco1.CCOC(=O)OC.CCOC(=O)OC.CCOC(=O)OC.CCOC(=O)OC.CCOC(=O)OC.CCOC(=O)OC
Largest force on an atom = 0.01009 Eh/bohr

Last column: Mulliken charge in e.
Positions of all 108 atoms, in Å:
P 0.6906 -5.8543 0.4221  0.330
C 0.3917 -4.1469 1.2370  -1.445
C 0.2161 -2.9796 0.2833  -0.515
S -1.2740 -2.9857 -0.7634  -0.166
C -2.4921 -3.6925 0.2463  0.237
N -3.0522 -3.2235 1.3087  -0.224
N -3.9947 -4.1506 1.7029  -0.368
C -3.9433 -5.0985 0.8349  -0.003
O -3.0171 -4.8971 -0.1147  -0.213
H -0.5263 -5.8093 -0.2979  -0.006
H 1.8444 -5.3239 -0.2210  0.013
H 0.7657 -6.4245 1.7296  -0.007
H 0.9799 -7.1609 -0.1520  -0.032
H -0.4046 -4.1865 1.9832  0.509
H 1.3208 -3.9582 1.7854  0.523
H 0.2474 -2.0305 0.8123  0.458
H 1.0432 -2.9791 -0.4300  0.456
H -4.5367 -5.9936 0.7986  0.439
C -6.4720 3.1044 1.5638  -0.979
C -7.3770 2.5092 2.6203  -0.256
O -7.7238 1.1516 2.3090  -0.358
C -6.7827 0.2461 2.5846  0.767
O -5.7144 0.4690 3.0900  -0.561
O -7.2381 -0.9459 2.2102  -0.354
C -6.3136 -2.0276 2.4023  -0.597
H -6.9246 2.9999 0.5766  0.175
H -6.2994 4.1625 1.7598  0.367
H -5.5078 2.5981 1.5445  0.319
H -8.3235 3.0453 2.6512  0.296
H -6.9254 2.5568 3.6105  0.350
H -5.9530 -2.0516 3.4272  0.314
H -5.4736 -1.9295 1.7218  0.271
H -6.8614 -2.9385 2.1837  0.251
C -0.6819 0.0202 -3.6331  -1.170
C -0.4269 0.7162 -2.3145  -0.135
O 0.9792 0.9063 -2.0764  -0.329
C 1.5342 1.9270 -2.7236  0.789
O 0.9726 2.7022 -3.4513  -0.559
O 2.8379 1.9383 -2.4355  -0.372
C 3.5795 2.9655 -3.0995  -0.655
H -0.1251 -0.9165 -3.6822  0.269
H -1.7438 -0.2003 -3.7384  0.346
H -0.3740 0.6444 -4.4710  0.409
H -0.7704 0.0978 -1.4871  0.266
H -0.9418 1.6743 -2.2589  0.319
H 3.1244 3.9393 -2.9313  0.278
H 3.6364 2.7630 -4.1673  0.366
H 4.5759 2.9482 -2.6672  0.196
C -9.5657 1.6605 -1.2607  -0.978
C -9.2172 1.8447 -2.7203  -0.260
O -10.2753 2.4892 -3.4485  -0.346
C -10.3432 3.8096 -3.3007  0.786
O -9.5992 4.4930 -2.6468  -0.558
O -11.3935 4.2502 -3.9937  -0.336
C -11.6200 5.6582 -3.8911  -0.629
H -10.5130 1.1303 -1.1572  0.354
H -8.7886 1.0882 -0.7534  0.255
H -9.6660 2.6214 -0.7570  0.290
H -9.0899 0.8812 -3.2098  0.307
H -8.2940 2.4102 -2.8430  0.309
H -10.7216 6.2148 -4.1468  0.296
H -11.9392 5.9176 -2.8831  0.291
H -12.4116 5.8855 -4.5984  0.219
C 0.7200 -12.5236 1.1972  -1.088
C 0.7229 -11.8053 2.5286  -0.172
O 2.0574 -11.5113 2.9729  -0.367
C 2.6267 -10.4528 2.4023  0.792
O 2.1192 -9.7216 1.5921  -0.561
O 3.8598 -10.3312 2.8925  -0.341
C 4.6094 -9.2439 2.3448  -0.614
H 1.3395 -13.4195 1.2477  0.298
H -0.2960 -12.8171 0.9337  0.358
H 1.1088 -11.8828 0.4072  0.304
H 0.3064 -12.4383 3.3094  0.290
H 0.1426 -10.8843 2.4884  0.297
H 4.0599 -8.3098 2.4363  0.276
H 4.8414 -9.4336 1.2982  0.291
H 5.5268 -9.1926 2.9227  0.219
C 2.1253 5.0726 0.0119  -1.193
C 3.3822 4.2973 0.3413  -0.160
O 4.5569 5.1213 0.2478  -0.279
C 4.7827 5.9195 1.2898  0.718
O 4.1274 5.9842 2.2951  -0.564
O 5.8851 6.6243 1.0297  -0.287
C 6.2407 7.5684 2.0453  -0.770
H 2.2168 5.5508 -0.9643  0.274
H 1.2673 4.4006 -0.0091  0.357
H 1.9378 5.8475 0.7538  0.411
H 3.5366 3.5023 -0.3851  0.244
H 3.3266 3.8445 1.3303  0.350
H 6.2954 7.0874 3.0189  0.332
H 5.5181 8.3818 2.0735  0.348
H 7.2169 7.9530 1.7654  0.226
C 8.1631 4.8341 -0.9376  -0.937
C 8.7952 4.5460 0.4046  -0.120
O 10.0980 3.9517 0.2734  -0.368
C 11.0852 4.8020 0.0079  0.750
O 10.9888 5.9969 -0.0981  -0.561
O 12.2094 4.0993 -0.1374  -0.351
C 13.3567 4.8836 -0.4728  -0.632
H 8.1386 3.9307 -1.5493  0.318
H 7.1448 5.1943 -0.7982  0.219
H 8.7260 5.5925 -1.4810  0.297
H 8.2070 3.8112 0.9512  0.286
H 8.8657 5.4446 1.0163  0.292
H 13.4924 5.6955 0.2378  0.298
H 13.2579 5.2880 -1.4787  0.292
H 14.2043 4.2067 -0.4293  0.218

---

# 2
Molecular formula: C28H57N2O4PS3
Method: DFT, ωB97M-V/def2-TZVPD

Output
Total charge = 0
E_LUMO = 0.171 eV
Largest force on an atom = 0.24134 Eh/bohr

Last column: Mulliken charge in e.
Positions of all 95 atoms, in Å:
C 5.9152 -1.4512 3.5446  -0.801
C 6.0810 -2.4031 2.2181  -0.539
C 5.8342 -1.6438 0.7847  -0.060
C 6.1173 -0.0236 0.8084  -0.523
C 4.8491 0.8845 1.3171  -0.504
C 4.1213 1.7705 0.1359  -0.359
C 2.5713 2.0469 0.6603  -0.185
C 2.1716 3.6365 0.7486  -0.709
C 0.7753 3.8283 -0.0949  -0.224
C -0.4147 2.9686 0.7059  -0.478
C -1.7901 3.2077 -0.1562  0.147
C -2.9885 2.0928 0.1877  -0.286
C -4.4356 2.8151 0.4475  -1.078
C -5.2260 2.3403 1.8009  0.593
C -4.2123 2.2328 3.1278  -0.165
N -3.2208 2.1823 3.9927  -0.591
P -6.4249 3.8116 2.2405  0.098
O -7.8093 3.8352 1.1874  -0.475
O -6.8463 3.8014 3.9282  -0.443
C -5.9839 0.8921 1.7034  1.159
S -4.9344 -0.3874 2.6594  -0.222
C -7.4231 0.9490 2.5547  -0.224
N -8.5581 1.1876 3.1794  -0.558
C -6.3849 0.4063 0.1934  -0.991
C -5.2155 -0.3835 -0.6330  -0.054
C -5.5963 -1.9466 -1.0225  -0.803
C -5.0082 -2.8879 0.1881  -0.246
C -4.4430 -4.3654 -0.3507  -0.603
C -3.5751 -4.9874 0.9167  -0.490
C -1.9559 -4.6421 0.8262  -0.849
H 6.1047 -2.0111 4.5578  0.329
H 4.7708 -1.1131 3.5701  0.169
H 6.5552 -0.4698 3.5298  0.207
H 7.1075 -2.9657 2.3088  0.294
H 5.2339 -3.2369 2.3023  0.211
H 4.7785 -1.9157 0.3241  0.306
H 6.6321 -2.1013 0.0237  -0.103
H 7.0940 0.2753 1.4055  0.333
H 6.3282 0.2920 -0.3230  0.195
H 5.2101 1.6024 2.1706  0.130
H 4.0588 0.1267 1.7849  0.216
H 4.1432 1.2114 -0.8967  0.246
H 4.7037 2.8087 0.0761  0.189
H 1.8301 1.4076 -0.0108  0.048
H 2.4658 1.6145 1.7638  0.238
H 2.0030 3.9546 1.8856  0.284
H 3.0662 4.2938 0.3609  0.344
H 0.9241 3.2598 -1.1273  -0.102
H 0.4538 4.9592 -0.2495  0.350
H -0.2068 1.7937 0.6738  0.202
H -0.4928 3.2863 1.8447  0.212
H -2.1263 4.3130 0.0293  0.325
H -1.4926 3.1291 -1.3094  -0.385
H -2.6646 1.3123 0.9985  0.272
H -3.1064 1.4729 -0.8257  0.029
H -4.2048 3.9779 0.5915  0.655
H -5.0575 2.7423 -0.5460  0.262
H -8.6089 3.8230 1.8044  0.325
H -6.6059 2.9333 4.3818  0.350
H -5.9378 -1.2387 3.2238  0.236
H -6.7317 1.3383 -0.4272  0.299
H -7.3323 -0.3182 0.2425  0.537
H -5.0630 0.2139 -1.6546  0.283
H -4.1651 -0.4160 -0.1208  0.112
H -6.7825 -1.9908 -1.1197  0.329
H -5.1777 -2.2322 -2.0847  0.323
H -4.0923 -2.4068 0.7711  0.120
H -5.8883 -3.0731 0.9399  0.162
H -5.3239 -5.1036 -0.5942  0.274
H -3.6966 -4.2542 -1.2564  0.311
H -3.7490 -6.1384 1.0428  0.359
H -4.0100 -4.4484 1.8882  0.231
H -1.4325 -5.5368 0.2467  0.272
H -1.7843 -3.5962 0.3287  0.198
H -1.5412 -4.6753 1.9297  0.274
C 0.8234 0.1118 -4.5467  -1.072
S 0.3076 1.2389 -3.2290  0.636
O -0.9377 0.6730 -2.6131  -0.590
C -0.1927 2.5877 -4.3262  -1.069
H 1.1455 -0.8287 -4.0933  0.320
H -0.0130 -0.0800 -5.2228  0.345
H 1.6580 0.5518 -5.0973  0.378
H -0.9654 2.2409 -5.0162  0.381
H 0.6759 2.9452 -4.8842  0.387
H -0.5905 3.4023 -3.7165  0.295
C 9.8755 -2.6531 -3.2830  -1.021
S 8.3011 -1.9667 -2.7145  0.514
O 8.4088 -1.7581 -1.2329  -0.573
C 7.3361 -3.4734 -2.9830  -0.983
H 10.6486 -1.8894 -3.1697  0.326
H 10.1398 -3.5276 -2.6839  0.306
H 9.7934 -2.9305 -4.3364  0.394
H 7.7595 -4.2966 -2.4027  0.315
H 7.3388 -3.7235 -4.0465  0.417
H 6.3093 -3.2911 -2.6574  0.307

---

# 3
Molecular formula: C28H58MgO19S5
Method: DFT, ωB97M-V/def2-TZVPD

Output
Total charge = 0
E_LUMO = -2.863 eV
Largest force on an atom = 0.11761 Eh/bohr

Last column: Mulliken charge in e.
Positions of all 111 atoms, in Å:
Mg 3.2713 0.3493 0.8422  0.674
O 0.1762 1.3882 -0.8752  -0.531
C -0.7002 0.5579 -1.6612  -0.199
C -0.0883 -0.7298 -2.3641  -0.285
O 1.0636 -1.2331 -1.6053  -0.516
H -1.1009 1.1127 -2.5095  0.217
H -1.5517 0.3003 -1.0314  0.216
H 0.2951 -0.5974 -3.3758  0.220
H -0.8506 -1.4983 -2.4923  0.240
C -1.4895 5.0775 5.8551  -1.390
C -0.0108 5.4489 6.0858  0.313
C 0.6164 6.4692 5.1649  -0.319
O 0.4254 7.6171 5.9445  -0.334
C 0.1535 7.2910 7.1956  0.676
O -0.0085 8.0332 8.0886  -0.538
O 0.0729 6.0300 7.3221  -0.365
H -2.0086 4.5314 6.6428  0.362
H -1.5255 4.5162 4.9214  0.382
H -2.1599 5.9254 5.7151  0.324
H 0.5251 4.5022 6.0175  0.319
H -0.0006 6.4071 4.2685  0.283
H 1.6259 6.2145 4.8421  0.288
C 2.2512 -6.4531 -8.4338  -1.227
C 3.3584 -6.5915 -7.3945  0.420
C 3.1041 -7.3812 -6.0944  -0.438
O 4.4585 -7.8280 -5.8492  -0.332
C 5.1985 -7.8872 -6.9756  0.650
O 6.3337 -8.3052 -7.1498  -0.554
O 4.5000 -7.2451 -7.9529  -0.350
H 1.3251 -6.3798 -7.8637  0.349
H 2.2306 -7.2485 -9.1788  0.332
H 2.4073 -5.5214 -8.9775  0.313
H 3.7013 -5.6079 -7.0736  0.221
H 2.4743 -8.2705 -6.1221  0.295
H 2.6648 -6.7280 -5.3405  0.320
C -4.6073 6.9789 -3.2935  -1.341
C -5.2738 7.4695 -2.0239  0.337
C -4.7342 6.9928 -0.6292  -0.267
O -4.5910 8.2956 -0.0001  -0.317
C -5.0719 9.2659 -0.7550  0.669
O -5.3398 10.4025 -0.4215  -0.581
O -5.3413 8.8562 -1.9664  -0.333
H -3.6286 7.4519 -3.3736  0.341
H -5.2698 7.2426 -4.1179  0.341
H -4.4804 5.8967 -3.2631  0.373
H -6.3276 7.1913 -2.0298  0.229
H -3.7807 6.4787 -0.7506  0.295
H -5.4524 6.3133 -0.1704  0.254
C -7.8383 -0.4842 -0.2099  -1.204
C -8.6352 -0.5841 -1.5879  0.305
C -8.2986 0.3644 -2.6941  -0.317
O -7.5973 -0.4350 -3.5924  -0.356
C -7.6660 -1.7025 -3.3557  0.680
O -7.3008 -2.5814 -4.0780  -0.542
O -8.2975 -1.8456 -2.1658  -0.366
H -7.8348 0.5736 0.0532  0.347
H -6.8223 -0.8785 -0.2265  0.316
H -8.4295 -1.0000 0.5468  0.331
H -9.6961 -0.5925 -1.3381  0.270
H -7.6925 1.2224 -2.4031  0.269
H -9.2223 0.7614 -3.1151  0.266
C 4.8577 3.3120 -5.1135  -0.869
S 5.8280 3.7989 -3.5812  0.460
O 5.4069 2.9643 -2.4119  -0.582
C 5.3339 5.5781 -3.3072  -0.891
H 4.9156 2.2342 -4.9609  0.299
H 5.3675 3.6529 -6.0146  0.332
H 3.8678 3.7670 -5.1449  0.294
H 5.5521 6.2787 -4.1132  0.352
H 5.9275 5.8890 -2.4475  0.294
H 4.2593 5.5900 -3.1250  0.296
C 7.6771 -4.3384 -1.3919  -0.917
S 7.6563 -4.0911 0.4081  0.469
O 6.6873 -2.9757 0.8138  -0.595
C 6.8451 -5.6598 0.8183  -0.890
H 8.3170 -3.5980 -1.8720  0.311
H 6.6743 -4.2233 -1.8031  0.310
H 8.0770 -5.2885 -1.7460  0.346
H 7.3826 -6.5359 0.4554  0.354
H 5.8560 -5.5957 0.3648  0.297
H 6.8670 -5.6949 1.9075  0.302
C -0.3629 -1.6547 7.4923  -0.924
S -0.1056 -2.4034 5.8072  0.480
O 0.4366 -1.3606 4.8966  -0.580
C -1.9076 -2.5093 5.4132  -0.894
H -0.7258 -2.4229 8.1752  0.359
H -0.9022 -0.7088 7.5424  0.308
H 0.6663 -1.5243 7.8267  0.303
H -2.3583 -1.5414 5.6327  0.280
H -2.3892 -3.3024 5.9851  0.346
H -1.9973 -2.7293 4.3494  0.318
C 8.7179 2.3674 4.3393  -0.883
S 7.0965 2.5920 5.1907  0.466
O 6.0135 2.0846 4.2248  -0.585
C 7.3013 1.1709 6.3595  -0.923
H 8.7576 3.1791 3.6129  0.296
H 8.6862 1.3635 3.9159  0.299
H 9.5471 2.3807 5.0467  0.351
H 7.8040 0.3753 5.8096  0.292
H 6.4034 0.8398 6.8813  0.307
H 8.0867 1.3390 7.0964  0.374
C -5.0952 -6.7279 -0.1425  -0.826
S -5.9836 -7.8682 0.9459  0.477
O -5.5738 -7.5269 2.3658  -0.619
C -7.7817 -7.3290 0.8056  -0.852
H -5.4851 -5.7146 -0.0459  0.254
H -5.2225 -7.0763 -1.1674  0.331
H -4.0475 -6.6334 0.1433  0.324
H -7.9744 -7.1063 -0.2438  0.301
H -7.9559 -6.4220 1.3845  0.290
H -8.5128 -8.1142 0.9982  0.321

---

# 4
Molecular formula: C28H58NO15P3
Method: DFT, ωB97M-V/def2-TZVPD

Output
Total charge = 0
E_LUMO = 0.394 eV
SMILES = CCOCC[C@@](C[C@H](C)O)(O[C@H](CCCCCCCCOC)[PH2]=O)[C@@H](C)O[C@@H](CN)PP(=O)(O)O.O=C1OCCO1.O=C1OCCO1
Largest force on an atom = 0.03390 Eh/bohr

Last column: Mulliken charge in e.
Positions of all 105 atoms, in Å:
C -2.1502 -5.7358 -0.5296  -0.937
C -2.1591 -4.2158 -0.5518  -0.268
O -1.9195 -3.6666 0.7310  -0.321
C -0.8846 -2.6929 0.6806  -0.717
C -0.6679 -2.0622 2.0437  -1.207
C -1.0323 -0.5789 2.1332  1.955
C -0.3763 0.0555 3.3838  -2.250
C -1.0339 -0.3003 4.7155  1.117
C -0.3103 0.4783 5.8130  -1.696
O -0.8607 -1.6653 5.0536  -0.647
O -0.5958 0.1544 0.9734  -0.460
C 0.8066 0.2860 0.7982  0.326
C 1.2883 1.7263 1.0641  -0.562
C 2.7399 2.0112 0.5953  -1.667
C 2.8704 3.0065 -0.5930  -0.261
C 3.7827 2.5240 -1.7537  -0.831
C 3.0606 2.3199 -3.1065  0.016
C 3.7519 2.9704 -4.3123  -0.558
C 2.7454 3.5331 -5.3208  -0.742
C 1.6441 2.5371 -5.7424  -0.598
O 0.3494 3.1325 -5.6130  -0.456
C -0.4030 2.6333 -4.5303  -0.642
P 1.1156 -0.0864 -0.9954  0.930
O 2.4327 -0.7124 -1.2837  -0.781
C -2.5749 -0.3314 2.2341  -0.484
C -3.1650 -0.0676 0.8485  -1.079
O -3.1142 -1.4470 2.9061  -0.362
C -4.5032 -1.4807 3.1583  -0.102
C -5.1650 -0.1456 3.4723  -0.967
N -6.5203 -0.3449 4.0021  -0.491
P -5.3663 -2.5057 1.8095  -0.033
P -7.2182 -1.5696 1.1871  1.017
O -7.5569 -2.1115 -0.1336  -0.738
O -7.0640 0.0133 1.0853  -0.557
O -8.4264 -1.9258 2.1868  -0.524
H -1.1583 -6.1054 -0.7633  -0.023
H -2.5614 -6.1647 0.3754  0.292
H -2.7838 -6.0740 -1.3481  0.425
H -3.1048 -3.8569 -0.9579  0.318
H -1.4032 -3.9019 -1.2717  0.324
H -1.0928 -1.9562 -0.0905  0.132
H 0.0372 -3.2028 0.3810  0.302
H 0.4012 -2.1288 2.2332  0.706
H -1.1165 -2.6638 2.8126  0.604
H 0.6600 -0.2549 3.4708  0.572
H -0.4465 1.1338 3.2674  0.697
H -2.0806 -0.0066 4.7750  -0.241
H 0.7177 0.1232 5.8050  0.405
H -0.2617 1.5360 5.5730  0.365
H -0.7332 0.2859 6.7905  0.403
H -1.6613 -2.1512 4.8065  0.375
H 1.4172 -0.4368 1.3336  0.237
H 0.5840 2.3622 0.5381  0.403
H 1.2197 1.9077 2.1278  0.230
H 3.2152 2.4827 1.4496  0.484
H 3.2936 1.0955 0.4111  0.718
H 1.8734 3.2328 -0.9673  0.359
H 3.2890 3.9404 -0.2257  0.192
H 4.5572 3.2731 -1.8881  0.511
H 4.2000 1.5675 -1.4608  0.402
H 2.8974 1.2563 -3.2393  0.388
H 2.0748 2.7717 -3.0113  -0.206
H 4.4066 3.7592 -3.9556  0.202
H 4.3424 2.2053 -4.8159  0.294
H 3.3049 3.7994 -6.2121  0.409
H 2.2373 4.4033 -4.9229  0.324
H 1.6986 1.5898 -5.2135  0.359
H 1.7536 2.3474 -6.8070  0.365
H -0.1118 3.1109 -3.5918  0.210
H -1.4413 2.9008 -4.7102  0.342
H -0.3613 1.5473 -4.4497  0.299
H 0.8652 1.1361 -1.6491  -0.153
H 0.0935 -0.9533 -1.4399  -0.055
H -2.6501 0.6030 2.7910  0.488
H -2.8088 -0.7606 0.1015  0.047
H -2.9712 0.9463 0.5287  0.403
H -4.2447 -0.1670 0.8362  0.146
H -4.6288 -2.0804 4.0545  0.678
H -5.1593 0.5654 2.6593  0.378
H -4.5663 0.3148 4.2629  0.409
H -6.5490 -0.1274 4.9889  0.280
H -7.1100 0.3427 3.5463  0.202
H -5.7686 -3.7041 2.4382  0.057
H -7.1025 0.2574 0.1449  0.339
H -8.8976 -2.6463 1.7310  0.351
O 4.3165 5.6918 -0.2427  -0.541
C 4.9404 6.2643 -1.0767  0.549
O 5.7761 7.3026 -0.8387  -0.358
C 6.5084 7.5672 -2.0397  -0.400
C 5.5967 7.0004 -3.1058  -0.318
O 4.9088 5.9643 -2.3984  -0.191
H 6.6874 8.6330 -2.1533  0.306
H 7.4669 7.0480 -1.9886  0.276
H 4.8657 7.7278 -3.4628  0.268
H 6.1359 6.5922 -3.9568  0.303
O 1.0267 -9.0454 0.6976  -0.519
C 1.5864 -8.1840 0.1054  0.601
O 2.9328 -8.0993 -0.0464  -0.337
C 3.2095 -7.0699 -0.9991  -0.361
C 1.9725 -6.2049 -0.9103  -0.219
O 0.9668 -7.1444 -0.5142  -0.295
H 4.1208 -6.5387 -0.7371  0.312
H 3.3323 -7.5248 -1.9838  0.249
H 2.0544 -5.4321 -0.1438  0.175
H 1.7111 -5.7386 -1.8571  0.328

---

Which of these has the lowest E_LUMO? C28H58MgO19S5